Below is a gas-phase ion, C3H6NO (charge +1) at a distorted geometry, with properties calculated with ωB97M-V with the def2-TZVPD basis set.

Structure (XYZ):
```
11
Properties=species:S:1:pos:R:3:forces:R:3
C -1.0898 -0.3655 0.5002 0.12 0.87 3.54
C 0.3530 -0.3141 0.6404 -0.39 -7.93 2.38
C 0.1992 1.0568 -0.2784 -2.59 6.47 -6.84
N 0.8573 -0.2025 -0.7412 -0.91 -0.83 1.13
O -1.1669 0.8710 -0.3437 2.77 0.76 0.32
H -1.5203 -1.2749 0.2116 -1.03 -0.87 -1.53
H -1.4607 -0.0938 1.4999 -0.42 -0.31 -0.27
H 0.7899 -0.7817 1.4940 1.16 -0.08 0.15
H 0.7928 1.9144 -0.5234 -0.74 0.85 -0.29
H 1.7995 -0.0239 -0.9315 2.07 0.10 0.15
H 0.4461 -0.7859 -1.5280 -0.04 0.98 1.24
```
Positions in Å, forces in eV/Å.

Results
Max |F| = 0.18986 Eh/bohr
Kohn-Sham gap (alpha / beta) = 0.2449 / 0.3109 Ha
Net charge = +1
HOMO energy (alpha / beta) = -0.3810 / -0.6214 Eh
DFT total energy = -247.32098 Eh
Multiplicity = 3

Löwdin atomic charge list, values in e, 2 entries: number 1, C, carries -0.068; number 2, C, carries -0.084